127
Properties=species:S:1:pos:R:3:lowdin_charge:R:1 method="wB97M-V/def2-TZVPD" orbital_gap_ev=9.56 e_homo_ev=-9.8 spin_multiplicity=1 smiles="O=C1OC[C@@H](F)O1.O=C1OC[C@@H](F)O1.O=C1OC[C@@H](F)O1.C[N+](=O)[O-].O=S1(=O)CCCC1.O=S1(=O)CCCC1.O=S1(=O)CCCC1.O=S1(=O)CCCC1.O=S1(=O)CCCC1.O=S1(=O)CCCC1" largest_force_ev_per_a=5.8 mol_weight_g_mol=1100.23
O 5.83 5.85 -0.44 0.109
C 6.17 4.96 0.38 -0.500
O 7.37 4.30 0.27 0.068
C 7.41 3.21 1.16 -0.074
C 5.95 3.14 1.62 -0.303
F 6.01 2.89 2.94 0.082
O 5.47 4.42 1.32 0.164
H 7.51 2.26 0.63 0.134
H 8.16 3.17 1.95 0.141
H 5.37 2.39 1.09 0.178
O 1.39 0.89 -0.27 0.173
C 0.41 0.72 0.37 -0.578
O -0.42 1.74 0.62 0.084
C -1.37 1.33 1.62 -0.035
C -1.39 -0.17 1.44 -0.325
F -2.22 -0.56 0.49 0.103
O -0.08 -0.42 0.92 0.120
H -1.31 1.75 2.62 0.147
H -2.34 1.54 1.16 0.138
H -1.58 -0.83 2.29 0.172
O -6.83 -3.62 -0.92 0.147
C -7.59 -4.49 -1.33 -0.509
O -7.27 -5.61 -2.00 0.074
C -8.44 -6.30 -2.40 -0.049
C -9.38 -5.89 -1.20 -0.294
F -9.12 -6.59 -0.07 0.077
O -8.92 -4.58 -1.09 0.110
H -8.87 -5.99 -3.35 0.139
H -8.38 -7.39 -2.31 0.137
H -10.45 -5.88 -1.40 0.168
C 1.88 4.08 7.47 0.054
N 1.37 3.48 6.18 -0.421
O 1.55 4.05 5.10 0.053
O 0.69 2.45 6.30 0.025
H 2.53 4.86 7.06 0.091
H 2.50 3.39 8.05 0.096
H 0.97 4.43 7.95 0.103
O -3.82 -0.07 6.71 -0.322
S -4.12 0.97 7.65 0.668
O -4.03 2.31 7.16 -0.324
C -5.82 0.73 8.24 -0.225
C -5.71 -0.04 9.58 -0.202
C -4.49 0.61 10.38 -0.210
C -3.39 0.66 9.36 -0.222
H -6.41 0.24 7.46 0.104
H -6.28 1.69 8.45 0.101
H -6.67 -0.18 10.09 0.107
H -5.43 -1.08 9.45 0.105
H -4.34 0.03 11.30 0.113
H -4.71 1.63 10.68 0.108
H -2.89 -0.31 9.33 0.099
H -2.61 1.37 9.64 0.100
O 4.96 -4.21 3.59 -0.357
S 3.81 -4.04 4.48 0.720
O 2.73 -5.01 4.47 -0.345
C 4.51 -3.62 6.22 -0.173
C 4.81 -2.06 6.15 -0.229
C 3.60 -1.44 5.54 -0.245
C 3.26 -2.24 4.24 -0.181
H 5.42 -4.20 6.30 0.084
H 3.87 -3.93 7.05 0.093
H 5.04 -1.60 7.12 0.112
H 5.65 -1.82 5.49 0.116
H 3.85 -0.39 5.35 0.110
H 2.73 -1.37 6.20 0.113
H 3.74 -1.90 3.32 0.094
H 2.17 -2.21 4.15 0.088
O -1.37 6.61 -5.30 -0.354
S -0.49 5.47 -5.49 0.707
O -1.03 4.24 -6.11 -0.362
C 1.13 5.91 -6.30 -0.220
C 2.25 5.21 -5.53 -0.198
C 1.84 5.26 -3.99 -0.172
C 0.29 5.09 -3.82 -0.191
H 1.13 7.00 -6.21 0.099
H 0.94 5.61 -7.33 0.095
H 2.46 4.20 -5.89 0.103
H 3.17 5.79 -5.60 0.105
H 2.28 6.18 -3.59 0.110
H 2.28 4.38 -3.53 0.102
H -0.15 5.78 -3.10 0.089
H -0.17 4.14 -3.56 0.088
O -6.96 3.42 -4.14 -0.352
S -6.70 2.14 -3.48 0.709
O -7.48 1.70 -2.33 -0.347
C -6.61 0.78 -4.73 -0.211
C -5.13 0.46 -5.03 -0.213
C -4.28 0.76 -3.77 -0.193
C -4.87 2.05 -3.17 -0.219
H -7.33 1.01 -5.51 0.097
H -7.08 -0.09 -4.26 0.092
H -4.90 -0.54 -5.37 0.111
H -4.75 1.09 -5.83 0.111
H -3.22 0.94 -3.90 0.116
H -4.49 -0.08 -3.10 0.113
H -4.66 2.94 -3.76 0.087
H -4.71 2.43 -2.16 0.098
O 2.05 -5.97 -4.83 -0.343
S 1.46 -5.16 -3.79 0.700
O 0.75 -3.92 -4.15 -0.368
C 0.34 -6.22 -2.73 -0.209
C 1.23 -6.66 -1.53 -0.229
C 2.12 -5.52 -1.12 -0.210
C 2.67 -4.85 -2.42 -0.192
H -0.21 -6.88 -3.40 0.102
H -0.36 -5.45 -2.41 0.089
H 0.50 -7.08 -0.84 0.116
H 1.77 -7.47 -2.01 0.114
H 2.98 -5.93 -0.60 0.115
H 1.56 -4.84 -0.47 0.118
H 3.54 -5.43 -2.74 0.095
H 2.93 -3.80 -2.32 0.101
O 5.95 1.66 -4.47 -0.358
S 5.73 0.42 -5.24 0.711
O 6.23 -0.89 -4.84 -0.348
C 3.90 0.11 -5.57 -0.175
C 3.71 -0.01 -7.13 -0.197
C 5.07 -0.09 -7.85 -0.204
C 6.05 0.77 -7.00 -0.236
H 3.42 0.94 -5.04 0.080
H 3.55 -0.78 -5.04 0.090
H 3.15 -0.91 -7.41 0.107
H 3.10 0.82 -7.48 0.103
H 5.11 0.40 -8.82 0.111
H 5.38 -1.14 -7.85 0.114
H 5.79 1.81 -7.16 0.100
H 7.12 0.66 -7.19 0.102

---

90
Properties=species:S:1:pos:R:3:lowdin_spin:R:1 method="wB97M-V/def2-TZVPD" orbital_gap_ev="7.84 / 7.42" e_above_lowest_kcal_mol=0.0 s_squared=8.759 e_homo_ev="-10.1 / -10.7" spin_multiplicity=6 total_charge=+1 largest_force_ev_per_a=0.7 mol_weight_g_mol=701.98
Ru -0.21 0.56 0.57 3.780
N 1.64 1.11 -0.84 0.106
C 1.86 2.52 -1.17 0.008
C 3.12 3.06 -0.51 0.001
C 3.22 2.84 0.99 0.000
C 2.18 3.54 1.85 0.001
N 2.09 4.97 1.52 0.000
C 0.98 5.67 1.35 0.000
N 1.07 6.98 1.09 0.000
N -0.22 5.12 1.59 0.001
C 0.65 3.36 -0.75 0.010
O 0.58 4.53 -1.12 0.011
O -0.21 2.79 0.02 0.113
H 2.52 0.63 -0.64 0.004
H 1.19 0.58 -1.58 0.002
H 1.96 2.66 -2.25 0.003
H 3.20 4.12 -0.76 0.000
H 3.98 2.57 -0.97 0.000
H 4.21 3.16 1.32 0.000
H 3.15 1.77 1.22 0.000
H 2.48 3.46 2.90 0.000
H 1.21 3.07 1.74 0.002
H 2.96 5.44 1.35 0.000
H 1.95 7.38 0.83 0.000
H 0.25 7.47 0.76 0.000
H -0.36 4.15 1.28 0.000
H -1.02 5.71 1.44 0.000
C -2.48 -0.29 -3.08 0.003
N -2.39 1.15 -2.85 0.018
C -2.27 2.11 -3.83 0.007
C -2.21 3.31 -3.21 0.009
N -2.31 3.04 -1.86 0.017
C -2.40 1.72 -1.64 0.024
S -2.65 0.94 -0.13 0.153
H -2.17 -0.51 -4.10 0.000
H -3.51 -0.63 -2.94 0.001
H -1.83 -0.80 -2.38 0.001
H -2.25 1.87 -4.88 0.001
H -2.10 4.30 -3.60 0.001
H -2.18 3.70 -1.11 0.000
C -1.33 2.15 3.36 0.016
C -0.84 0.72 3.61 0.047
C -0.40 0.56 5.07 0.018
C 0.30 0.33 2.67 0.248
H -2.20 2.38 3.97 0.001
H -1.61 2.30 2.31 0.007
H -0.53 2.86 3.61 0.000
H -1.68 0.03 3.43 0.003
H 0.41 1.25 5.30 0.001
H -0.05 -0.46 5.26 0.001
H -1.23 0.77 5.75 0.003
H 0.59 -0.72 2.80 0.025
H 1.18 0.97 2.84 0.032
C 2.79 -2.45 -1.40 0.001
C 1.84 -3.05 -0.36 0.003
C 1.99 -4.58 -0.29 0.001
C 2.15 -2.43 1.01 0.005
Si 0.04 -2.56 -0.77 0.024
O -0.04 -0.93 -0.87 0.234
C -1.05 -3.29 0.60 0.001
C -1.36 -4.65 0.60 0.001
C -2.18 -5.21 1.57 -0.001
C -2.72 -4.42 2.56 0.001
C -2.45 -3.06 2.58 0.002
C -1.61 -2.52 1.61 0.020
C -0.63 -3.36 -2.34 0.004
C -2.02 -3.38 -2.50 0.001
C -2.62 -3.92 -3.63 0.000
C -1.83 -4.47 -4.63 0.001
C -0.45 -4.48 -4.49 0.000
C 0.14 -3.92 -3.36 0.001
H 3.84 -2.65 -1.11 0.000
H 2.67 -1.37 -1.47 0.000
H 2.65 -2.87 -2.39 0.000
H 3.04 -4.85 -0.13 0.000
H 1.66 -5.06 -1.21 0.000
H 1.42 -4.99 0.54 0.000
H 3.22 -2.54 1.25 0.001
H 1.58 -2.91 1.81 0.000
H 1.92 -1.36 1.03 0.005
H -0.96 -5.29 -0.19 0.000
H -2.40 -6.27 1.54 0.000
H -3.36 -4.85 3.32 0.000
H -2.89 -2.43 3.34 0.000
H -1.42 -1.45 1.65 0.016
H -2.66 -2.98 -1.71 0.000
H -3.70 -3.93 -3.73 0.000
H -2.28 -4.90 -5.51 0.000
H 0.17 -4.92 -5.26 0.000
H 1.22 -3.94 -3.28 0.000